No. 1
94
Properties=species:S:1:pos:R:3 method="wB97M-V/def2-TZVPD" e_above_lowest_kcal_mol=0.0 homo_ev=-10.63 total_charge=+1 e_tot_ev=-138336.906 lumo_energy_ev=-2.4 gap_ev=8.24
C -4.368 -1.553 3.172
C -4.766 -0.890 1.842
C -3.830 0.254 1.452
C -2.434 -0.216 1.010
C -1.362 -0.159 2.109
C 0.063 -0.152 1.538
C 0.246 -1.246 0.494
C 1.688 -1.561 0.144
C 2.353 -0.425 -0.654
C 1.857 0.086 -2.011
C 0.543 0.881 -2.019
Br 0.789 2.678 -2.747
O 2.506 -1.661 1.339
C 3.726 -2.238 0.948
I 4.776 -3.177 2.540
C 3.391 -3.102 -0.298
N 1.861 -3.015 -0.325
P 1.416 -4.222 1.002
O 0.348 -3.823 1.915
Si 0.970 -3.761 -1.815
C -0.729 -4.373 -1.304
C 0.596 -2.590 -3.214
C 2.072 -5.101 -2.504
H -4.071 -0.791 3.894
H -3.567 -2.283 3.040
H -5.218 -2.092 3.593
H -5.788 -0.522 1.913
H -4.703 -1.648 1.054
H -3.791 0.999 2.244
H -4.290 0.754 0.595
H -2.527 -1.235 0.621
H -2.101 0.437 0.193
H -1.471 -1.020 2.773
H -1.509 0.747 2.696
H 0.777 -0.270 2.352
H 0.230 0.838 1.100
H -0.253 -0.985 -0.444
H -0.269 -2.140 0.844
H 3.422 -0.585 -0.783
H 2.289 0.413 0.044
H 2.631 0.785 -2.332
H 1.881 -0.671 -2.789
H -0.195 0.433 -2.678
H 0.125 1.041 -1.033
H 4.463 -1.509 0.616
H 3.748 -2.657 -1.225
H 3.748 -4.131 -0.306
H 2.617 -4.521 1.651
H 1.193 -5.367 0.226
H -0.734 -5.286 -0.710
H -1.311 -3.622 -0.769
H -1.216 -4.614 -2.250
H 1.445 -2.382 -3.865
H -0.151 -3.106 -3.823
H 0.134 -1.656 -2.903
H 3.062 -4.690 -2.718
H 1.639 -5.341 -3.478
H 2.160 -5.998 -1.896
C -4.607 4.110 1.983
C -5.841 3.432 2.529
O -5.989 2.219 2.462
N -6.791 4.213 3.103
C -6.784 5.653 3.269
H -3.949 3.360 1.559
H -4.863 4.822 1.203
H -4.076 4.638 2.777
H -7.587 3.697 3.445
H -6.841 5.916 4.327
H -7.637 6.101 2.757
H -5.874 6.075 2.858
C -3.104 4.757 -2.508
C -3.013 5.649 -1.291
O -2.772 5.200 -0.181
N -3.213 6.979 -1.473
C -3.511 7.683 -2.706
H -2.921 3.735 -2.192
H -4.093 4.818 -2.962
H -2.357 5.037 -3.252
H -3.134 7.518 -0.625
H -2.735 8.419 -2.921
H -4.467 8.202 -2.627
H -3.565 6.988 -3.537
C 9.113 -2.024 -1.833
C 7.901 -2.220 -0.958
O 6.759 -2.214 -1.406
N 8.097 -2.409 0.370
C 9.333 -2.456 1.126
H 8.778 -1.888 -2.856
H 9.675 -1.142 -1.523
H 9.769 -2.893 -1.786
H 7.215 -2.526 0.837
H 9.440 -3.422 1.622
H 9.346 -1.673 1.884
H 10.183 -2.312 0.467

=====

No. 2
90
Properties=species:S:1:pos:R:3 method="wB97M-V/def2-TZVPD" s_squared=0.754 homo_ev="-8.27 / -8.50" e_tot_ev=-43583.751 lumo_energy_ev="0.6 / 0.5" spin_multiplicity=2 gap_ev="8.88 / 9.01"
C -2.925 -3.936 2.169
C -2.295 -2.555 2.299
C -1.623 -2.106 0.994
C -1.467 -0.585 0.934
O -0.399 -0.095 0.152
C 0.920 -0.391 0.567
C 1.074 -0.537 2.070
C 2.546 -0.717 2.490
C 2.647 -1.520 3.796
C 3.192 0.648 2.699
N 3.305 -1.436 1.406
O 4.080 -0.707 0.702
C 2.533 -2.412 0.574
C 1.904 -3.497 1.447
C 3.512 -3.099 -0.383
C 1.513 -1.581 -0.217
H -2.170 -4.663 1.866
H -3.340 -4.285 3.115
H -3.719 -3.947 1.423
H -1.518 -2.620 3.064
H -3.033 -1.817 2.613
H -2.224 -2.438 0.146
H -0.659 -2.606 0.921
H -1.453 -0.162 1.943
H -2.361 -0.174 0.466
H 1.503 0.486 0.281
H 0.474 -1.362 2.449
H 0.704 0.361 2.569
H 3.625 -1.994 3.875
H 2.530 -0.861 4.654
H 1.888 -2.294 3.870
H 2.749 1.105 3.583
H 3.027 1.313 1.855
H 4.262 0.555 2.865
H 2.664 -3.964 2.071
H 1.464 -4.253 0.799
H 1.115 -3.140 2.099
H 3.808 -2.440 -1.192
H 3.022 -3.970 -0.816
H 4.390 -3.439 0.163
H 0.711 -2.215 -0.589
H 2.028 -1.176 -1.087
C -4.092 0.682 3.868
O -4.193 0.634 2.460
C -5.208 -0.229 1.962
C -6.342 0.550 1.336
N -7.094 1.291 2.337
C -8.087 2.218 1.804
C -7.613 3.363 0.918
O -6.856 4.349 1.590
C -5.474 4.079 1.716
H -3.174 1.217 4.107
H -4.933 1.209 4.331
H -4.032 -0.323 4.298
H -5.577 -0.884 2.757
H -4.753 -0.858 1.189
H -7.017 -0.157 0.843
H -5.910 1.194 0.558
H -6.451 1.801 2.928
H -8.614 2.656 2.655
H -8.826 1.637 1.241
H -8.505 3.876 0.549
H -7.065 3.006 0.037
H -5.089 3.534 0.850
H -5.244 3.513 2.624
H -4.959 5.037 1.782
C 4.174 1.128 -1.842
O 3.487 0.500 -2.909
C 2.572 1.333 -3.607
C 3.049 1.614 -5.014
N 4.235 2.459 -5.013
C 4.886 2.612 -6.309
C 5.443 1.370 -6.995
O 6.561 0.796 -6.348
C 6.265 -0.098 -5.293
H 4.685 0.351 -1.282
H 4.910 1.863 -2.189
H 3.472 1.630 -1.168
H 2.410 2.266 -3.059
H 1.618 0.801 -3.660
H 2.251 2.130 -5.558
H 3.212 0.645 -5.505
H 4.903 2.094 -4.348
H 5.714 3.313 -6.178
H 4.175 3.087 -6.993
H 5.798 1.677 -7.982
H 4.671 0.607 -7.158
H 5.345 -0.658 -5.486
H 6.173 0.414 -4.330
H 7.093 -0.802 -5.219

=====

No. 3
100
Properties=species:S:1:pos:R:3 method="wB97M-V/def2-TZVPD" e_above_lowest_kcal_mol=60.7 homo_ev=-11.68 total_charge=+1 e_tot_ev=-201227.815 lumo_energy_ev=-2.4 gap_ev=9.27
C -3.334 -2.068 2.038
C -3.662 -1.611 0.541
C -2.347 -1.454 -0.379
N -1.909 -0.039 -0.334
N -0.527 0.169 -0.008
C 0.356 -0.554 -1.003
C 1.866 -0.057 -1.064
C 2.895 -1.283 -1.110
F 4.115 -0.790 -1.573
F 3.129 -1.709 0.207
F 2.493 -2.308 -1.949
C -0.354 -0.269 1.420
C 0.881 0.316 2.221
C 0.810 -0.050 3.804
F -0.361 -0.778 4.124
Br 0.759 1.669 4.847
C 2.098 -0.847 4.280
F 3.294 -0.249 3.876
F 2.094 -0.927 5.674
Br 1.908 -2.712 3.591
C -0.327 1.649 -0.265
C -1.517 2.589 0.199
C -0.893 4.075 0.286
F -2.039 2.318 1.487
H -3.331 -1.156 2.723
H -2.280 -2.502 2.068
H -4.080 -2.830 2.431
H -4.264 -2.460 0.067
H -4.309 -0.682 0.499
H -1.625 -2.252 -0.056
H -2.698 -1.684 -1.441
H -2.008 0.320 -1.301
H -0.096 -0.446 -2.048
H 0.399 -1.681 -0.817
H 2.208 0.589 -0.208
H 2.037 0.499 -2.047
H -1.329 -0.055 1.973
H -0.247 -1.406 1.468
H 0.963 1.455 2.200
H 1.883 -0.081 1.862
H 0.632 2.084 0.133
H -0.269 1.751 -1.403
H -2.310 2.648 -0.615
H -1.702 4.853 0.399
H -0.242 4.065 1.227
H -0.178 4.268 -0.572
C -2.122 -4.073 -4.447
C -1.803 -2.618 -4.731
O -0.871 -2.121 -3.772
H -2.538 -4.185 -3.443
H -2.839 -4.463 -5.172
H -1.216 -4.683 -4.486
H -2.706 -2.009 -4.669
H -1.375 -2.501 -5.731
H -0.071 -2.657 -3.838
C -1.971 6.388 3.659
C -0.903 5.377 4.028
O 0.347 5.747 3.454
H -2.075 6.455 2.573
H -2.936 6.111 4.089
H -1.700 7.385 4.016
H -1.167 4.387 3.651
H -0.785 5.312 5.115
H 0.580 6.617 3.797
C 0.345 -0.511 -7.792
C 0.209 0.852 -7.144
O 0.001 0.715 -5.740
H -0.551 -1.111 -7.615
H 0.498 -0.418 -8.870
H 1.188 -1.061 -7.364
H -0.646 1.389 -7.558
H 1.107 1.454 -7.309
H 0.763 0.248 -5.378
C -0.347 -8.295 -6.819
C -0.477 -6.932 -6.168
O -0.684 -7.070 -4.765
H -1.244 -8.891 -6.640
H -0.194 -8.200 -7.896
H 0.495 -8.847 -6.392
H -1.331 -6.392 -6.581
H 0.424 -6.332 -6.335
H 0.078 -7.539 -4.404
C -0.389 0.744 8.784
C 0.335 2.075 8.843
O -0.240 2.903 9.846
H -1.450 0.894 8.570
H 0.039 0.100 8.012
H -0.328 0.228 9.746
H 0.253 2.597 7.887
H 1.397 1.933 9.068
H -0.157 2.442 10.688
C 5.315 2.900 0.546
C 4.130 3.670 1.093
O 2.920 2.949 0.858
H 5.197 2.726 -0.526
H 6.245 3.445 0.715
H 5.391 1.918 1.023
H 4.043 4.640 0.600
H 4.236 3.838 2.168
H 2.997 2.097 1.304